1.
Molecular formula: C4H6N2
Method: DFT, wB97M-V/def2-TZVPD

Cartesian coordinates (Å):
N: -0.9147 -1.2231 -0.3032
C: -1.0827 0.1606 -0.1023
C: -0.0234 -0.3785 -1.0202
C: 1.0574 0.4386 -0.2165
N: 1.1381 0.0679 1.1700
C: 0.0263 0.8985 0.7397
H: -0.7863 -1.9824 0.3208
H: -2.0381 0.6089 -0.3460
H: 0.0005 -0.5470 -2.0865
H: 1.8461 1.0090 -0.7021
H: 0.8913 -0.9094 1.3131
H: -0.1145 1.8570 1.2332

## Properties
HOMO level: -9.03 eV
orbital gap: 10.322 eV
energy above the lowest of the compared OMol25 structures with the same formula, charge and spin: 413.93 kJ/mol

***

2.
Molecular formula: CH4NO2Si
Method: DFT, wB97M-V/def2-TZVPD

Cartesian coordinates (Å):
C: 0.4352 1.9799 -0.7507
N: -0.5634 -2.7194 -0.3584
O: 0.7237 2.7402 0.2019
O: 0.1782 2.1170 -1.8898
Si: 0.4601 0.4211 0.4400
H: -1.5141 -2.2999 -0.7724
H: -0.9063 -2.8890 0.6135
H: 1.8323 0.3996 1.1558
H: -0.6456 0.2505 1.3601

## Properties
HOMO level (spin up / spin down): -4.16 / -2.72 eV
orbital gap (spin up / spin down): 7.576 / 5.906 eV
energy above the lowest of the compared OMol25 structures with the same formula, charge and spin: 390.08 kJ/mol
net charge: -1

***

Q: Which value of energy above the lowest of the compared OMol25 structures with the same formula, charge and spin does entry 2 give?
A: 390.08 kJ/mol

***

Q: Number 2 is which compound?
A: CH4NO2Si